(1)
{"formula": "C48H56O26", "method": "ωB97M-V/def2-TZVPD", "homo_energy_ev": -8.508, "gap_ev": 5.4, "smiles": "O=C1C=C(O)C(=O)C=C1O.O=C1C=C(O)C(=O)C=C1O.O=C1C=C(O)C(=O)C=C1O.O=C1C=C(O)C(=O)C=C1O.O=C1C=C(O)C(=O)C=C1O.CC(C)=O.CC(C)=O.CC(C)=O.CC(C)=O.CC(C)=O.CC(C)=O", "relative_energy_kcal_mol": 137.42, "lumo_ev": -3.070, "largest_force_ev_per_a": 13.95, "elements": ["C", "C", "C", "O", "C", "C", "C", "O", "O", "O", "H", "H", "H", "H", "C", "C", "C", "O", "C", "C", "C", "O", "O", "O", "H", "H", "H", "H", "C", "C", "C", "O", "C", "C", "C", "O", "O", "O", "H", "H", "H", "H", "C", "C", "C", "O", "C", "C", "C", "O", "O", "O", "H", "H", "H", "H", "C", "C", "C", "O", "C", "C", "C", "O", "O", "O", "H", "H", "H", "H", "C", "C", "O", "C", "H", "H", "H", "H", "H", "H", "C", "C", "O", "C", "H", "H", "H", "H", "H", "H", "C", "C", "O", "C", "H", "H", "H", "H", "H", "H", "C", "C", "O", "C", "H", "H", "H", "H", "H", "H", "C", "C", "O", "C", "H", "H", "H", "H", "H", "H", "C", "C", "O", "C", "H", "H", "H", "H", "H", "H"], "positions_angstrom": [[-33.86, 13.32, 9.59], [-33.06, 13.00, 8.24], [-33.16, 13.98, 7.14], [-32.33, 13.91, 6.26], [-34.14, 14.98, 7.21], [-35.05, 15.19, 8.49], [-34.71, 14.41, 9.71], [-35.21, 14.77, 10.80], [-36.23, 15.92, 8.46], [-32.16, 11.94, 8.04], [-33.56, 12.58, 10.39], [-34.26, 15.60, 6.45], [-36.24, 16.36, 7.61], [-32.04, 12.03, 7.23], [-46.30, 18.38, 2.05], [-46.78, 18.45, 0.52], [-45.78, 18.29, -0.56], [-46.28, 18.24, -1.73], [-44.46, 18.12, -0.22], [-43.92, 18.11, 1.18], [-44.86, 18.22, 2.32], [-44.66, 18.15, 3.61], [-42.65, 18.08, 1.61], [-48.11, 18.65, 0.09], [-47.08, 18.44, 2.89], [-43.63, 18.28, -0.93], [-42.07, 18.12, 0.95], [-48.21, 18.39, -0.70], [-40.60, 17.18, 6.24], [-42.03, 17.47, 6.06], [-43.04, 16.65, 6.64], [-44.22, 16.83, 6.47], [-42.67, 15.57, 7.52], [-41.14, 15.14, 7.57], [-40.16, 15.98, 6.93], [-38.98, 15.74, 7.16], [-40.84, 13.92, 8.05], [-42.42, 18.50, 5.23], [-39.83, 17.81, 5.89], [-43.33, 15.06, 8.13], [-41.41, 13.39, 8.53], [-43.44, 18.59, 4.93], [-46.84, 12.80, 8.58], [-46.16, 13.28, 9.82], [-45.99, 12.29, 10.95], [-45.32, 12.67, 11.99], [-46.75, 11.09, 10.93], [-47.62, 10.65, 9.69], [-47.62, 11.52, 8.47], [-48.23, 11.17, 7.50], [-48.15, 9.41, 9.63], [-45.35, 14.43, 9.80], [-46.91, 13.48, 7.55], [-46.82, 10.39, 11.64], [-48.72, 9.61, 8.79], [-44.81, 14.40, 10.72], [-45.24, 21.36, 4.71], [-44.86, 21.35, 3.28], [-45.96, 21.55, 2.27], [-45.65, 21.64, 1.06], [-47.35, 21.59, 2.77], [-47.65, 21.63, 4.19], [-46.60, 21.49, 5.22], [-46.77, 21.52, 6.43], [-48.82, 22.31, 4.72], [-43.62, 21.25, 2.86], [-44.53, 21.31, 5.55], [-48.00, 22.04, 1.99], [-49.41, 22.50, 4.05], [-43.62, 20.99, 1.97], [-38.01, 12.60, 11.64], [-38.27, 11.59, 10.50], [-38.75, 10.46, 10.80], [-37.75, 12.01, 9.15], [-36.97, 12.58, 11.77], [-38.49, 12.21, 12.47], [-38.44, 13.41, 11.56], [-38.19, 13.07, 8.94], [-37.88, 11.30, 8.26], [-36.63, 12.24, 9.36], [-48.08, 17.03, 8.29], [-48.46, 18.09, 7.27], [-49.31, 19.08, 7.40], [-47.60, 17.97, 6.03], [-48.03, 16.19, 7.53], [-48.82, 17.07, 9.00], [-47.09, 17.22, 8.79], [-46.64, 17.93, 6.14], [-47.84, 18.79, 5.41], [-48.02, 17.04, 5.37], [-34.92, 18.54, 4.25], [-35.93, 18.70, 5.40], [-35.80, 18.00, 6.45], [-36.84, 19.75, 5.47], [-35.21, 18.30, 3.30], [-34.10, 17.71, 4.49], [-34.52, 19.53, 4.02], [-37.64, 19.78, 6.11], [-37.27, 19.80, 4.43], [-36.36, 20.73, 5.54], [-43.34, 10.48, 9.03], [-42.66, 11.49, 10.00], [-42.47, 12.65, 9.64], [-41.93, 11.00, 11.29], [-43.53, 11.10, 8.43], [-44.21, 9.95, 9.68], [-42.63, 9.74, 8.91], [-41.31, 10.23, 10.91], [-42.57, 10.39, 12.15], [-41.16, 11.52, 11.60], [-40.32, 23.83, 6.97], [-40.87, 22.45, 6.65], [-42.12, 22.42, 6.60], [-39.86, 21.27, 6.49], [-39.37, 23.88, 6.33], [-40.01, 23.92, 8.12], [-40.92, 24.63, 6.73], [-39.24, 21.45, 5.73], [-40.76, 20.56, 6.25], [-39.58, 21.04, 7.35], [-39.18, 18.39, 9.44], [-38.19, 19.13, 10.23], [-38.52, 19.80, 11.13], [-36.66, 18.99, 10.06], [-39.97, 18.19, 10.14], [-38.76, 17.45, 9.09], [-39.57, 18.91, 8.70], [-36.44, 19.14, 9.02], [-36.30, 17.86, 10.15], [-35.87, 19.56, 10.56]]}

(2)
{"formula": "C48H57BN8ORuS4Te", "method": "ωB97M-V/def2-TZVPD", "homo_energy_ev": [-9.668, -9.692], "total_charge": 1, "gap_ev": [6.9, 5.9], "s_squared": 0.757, "relative_energy_kcal_mol": 12.64, "lumo_ev": [-2.789, -3.829], "largest_force_ev_per_a": 0.56, "multiplicity": 2, "elements": ["Ru", "C", "C", "C", "C", "N", "N", "B", "N", "N", "C", "C", "C", "C", "C", "S", "C", "C", "C", "C", "N", "N", "C", "C", "C", "C", "C", "S", "C", "C", "C", "C", "C", "S", "C", "C", "C", "C", "H", "H", "H", "H", "H", "H", "H", "H", "H", "H", "H", "H", "H", "H", "H", "H", "H", "H", "H", "H", "H", "H", "H", "H", "H", "H", "H", "H", "H", "H", "H", "H", "H", "H", "H", "H", "H", "H", "H", "Te", "C", "C", "C", "C", "C", "C", "H", "H", "H", "H", "H", "N", "C", "C", "C", "C", "C", "N", "H", "H", "H", "H", "H", "H", "C", "C", "O", "S", "C", "C", "C", "C", "C", "C", "C", "C", "H", "H", "H", "H", "H", "H", "H"], "positions_angstrom": [[0.33, -0.03, -0.29], [1.57, 4.80, -1.92], [0.24, 4.10, -1.95], [-0.75, 4.40, -2.84], [-1.95, 3.66, -2.86], [-2.18, 2.73, -1.95], [-1.23, 2.46, -1.09], [-1.37, 1.28, -0.04], [-2.77, 0.60, -0.18], [-3.83, 1.40, -0.03], [-5.02, 0.89, -0.08], [-5.20, -0.50, -0.31], [-4.13, -1.33, -0.42], [-4.26, -2.80, -0.61], [-2.84, -0.73, -0.31], [-1.42, -1.64, -0.25], [-6.17, 1.85, 0.24], [-7.53, 1.21, -0.04], [-6.06, 2.19, 1.73], [-6.03, 3.13, -0.59], [-1.34, 1.95, 1.39], [-1.98, 3.12, 1.49], [-2.03, 3.72, 2.64], [-1.47, 3.12, 3.80], [-0.81, 1.94, 3.71], [-0.16, 1.29, 4.88], [-0.70, 1.35, 2.41], [0.27, -0.03, 2.15], [-2.70, 5.09, 2.71], [-3.22, 5.51, 1.34], [-1.67, 6.11, 3.21], [-3.87, 5.02, 3.71], [-0.03, 3.03, -1.09], [1.12, 2.25, -0.02], [-3.03, 3.90, -3.90], [-2.40, 4.11, -5.28], [-3.81, 5.15, -3.48], [-3.98, 2.70, -3.98], [1.60, 5.59, -2.67], [2.37, 4.08, -2.12], [1.76, 5.23, -0.94], [-0.60, 5.18, -3.57], [-6.20, -0.91, -0.38], [-5.26, -3.06, -0.94], [-4.07, -3.32, 0.34], [-3.53, -3.17, -1.33], [-7.73, 0.36, 0.62], [-7.62, 0.88, -1.08], [-8.31, 1.95, 0.14], [-6.19, 1.30, 2.35], [-6.82, 2.92, 2.01], [-5.07, 2.61, 1.95], [-6.37, 2.97, -1.61], [-4.99, 3.46, -0.61], [-6.64, 3.92, -0.15], [-1.55, 3.62, 4.75], [-0.47, 1.76, 5.81], [0.93, 1.36, 4.80], [-0.40, 0.22, 4.92], [-2.40, 5.64, 0.63], [-3.74, 6.47, 1.44], [-3.91, 4.78, 0.93], [-0.79, 6.13, 2.55], [-1.32, 5.89, 4.22], [-2.11, 7.10, 3.22], [-4.60, 4.26, 3.42], [-4.38, 5.99, 3.73], [-3.53, 4.80, 4.72], [-1.81, 5.03, -5.33], [-3.19, 4.19, -6.03], [-1.76, 3.27, -5.55], [-3.16, 6.02, -3.41], [-4.29, 5.01, -2.51], [-4.58, 5.37, -4.22], [-3.44, 1.81, -4.33], [-4.78, 2.92, -4.68], [-4.41, 2.46, -3.01], [2.53, 0.42, -1.60], [4.02, 0.10, -0.14], [4.86, -0.99, -0.33], [5.87, -1.26, 0.59], [6.02, -0.45, 1.71], [5.17, 0.63, 1.91], [4.17, 0.91, 0.99], [4.74, -1.63, -1.20], [6.52, -2.10, 0.43], [6.80, -0.66, 2.42], [5.29, 1.26, 2.78], [3.51, 1.75, 1.15], [0.72, -2.76, -2.39], [1.25, -3.04, -1.18], [1.62, -4.36, -0.86], [2.23, -4.62, 0.34], [2.51, -3.57, 1.21], [2.11, -2.31, 0.84], [1.46, -2.03, -0.31], [0.44, -3.52, -2.98], [0.31, -1.85, -2.57], [1.42, -5.15, -1.57], [2.51, -5.64, 0.59], [3.02, -3.72, 2.15], [2.32, -1.46, 1.48], [-4.05, 2.00, -10.66], [-3.60, 1.24, -9.44], [-4.32, 0.55, -8.78], [-1.84, 1.48, -9.15], [-1.51, 1.02, -7.47], [-2.34, 0.27, -6.63], [-1.96, 0.05, -5.32], [-0.76, 0.54, -4.81], [0.08, 1.25, -5.67], [-0.29, 1.48, -6.98], [-0.41, 0.36, -3.43], [-0.16, 0.20, -2.25], [-5.03, 1.65, -10.96], [-3.33, 1.89, -11.47], [-4.10, 3.07, -10.41], [-3.26, -0.14, -7.00], [-2.62, -0.52, -4.66], [1.03, 1.62, -5.30], [0.37, 2.04, -7.63]]}